Entry 1:
DFT (ωB97M-V with the def2-TZVPD basis set) results for a molecular structure, C4H7NO5 at a distorted geometry.

Output
multiplicity = 1
molar mass = 149.1 Da

Geometry as XYZ:
```
17
C4H7NO5 ωB97M-V with the def2-TZVPD basis set
O 2.44 -0.23 2.16
C 2.50 0.40 0.99
C -0.30 0.81 1.56
H -0.05 0.44 2.54
O 0.96 -2.25 -0.10
O -3.32 0.85 -1.89
H -0.19 1.86 1.52
H 2.57 1.50 1.01
H 3.35 -0.12 2.51
O -2.60 -1.25 -1.83
O 0.93 0.83 -0.52
H -0.74 -1.67 0.84
H 2.97 -0.17 0.16
H -1.34 0.64 1.34
C 0.26 -1.41 0.42
C 0.58 0.24 0.50
N -2.44 0.00 -1.88
```

Here is what Löwdin gives for the atomic charges, in e:
1. O -0.044
2. C -0.111
3. C -0.028
4. H 0.087
5. O 0.061
6. O 0.073
7. H 0.080
8. H 0.125
9. H 0.132
10. O 0.043
11. O 0.021
12. H 0.117
13. H 0.127
14. H 0.082
15. C -0.142
16. C -0.521
17. N -0.101

=====

Entry 2:
DFT (ωB97M-V with the def2-TZVPD basis set) results for a molecular structure, C16H37N5PtSbSe.

Output
multiplicity = 1
molar mass = 695.3 Da
total charge = +1

Geometry as XYZ:
```
61
C16H37N5PtSbSe ωB97M-V with the def2-TZVPD basis set
C 2.28 0.81 1.91
H 3.70 -3.94 1.16
H -0.39 2.51 -3.24
C 1.09 -4.34 1.83
H 0.02 -4.15 1.86
H -0.23 -2.44 0.71
C -1.84 3.39 0.67
C -3.38 0.09 1.24
N -5.37 1.43 1.40
H 3.28 -5.60 0.69
H -6.20 2.06 -0.37
H -2.07 2.42 -2.69
H 2.54 -0.57 0.43
H 0.99 4.63 -0.62
C -5.38 1.50 0.08
H 1.34 0.73 4.66
H 3.29 1.23 1.93
H -2.77 2.82 0.75
H -0.47 -0.64 2.65
Sb -0.46 2.38 -0.56
C -4.42 0.91 -0.74
H -2.05 4.36 0.21
C 1.26 3.61 -0.36
H 2.45 0.96 -0.13
H 2.05 3.27 -1.02
Se -2.06 -0.63 -1.26
H 1.61 3.59 0.67
C 1.10 -0.13 4.03
H 3.60 -4.40 -0.55
C -3.38 0.20 -0.15
H 1.31 -4.89 -1.59
Pt 0.05 -0.07 -0.20
H 1.14 -1.00 4.69
H 1.59 -3.68 2.54
H 1.02 -6.09 -0.33
C 2.16 -0.32 2.95
H -1.03 -0.32 4.29
H -0.15 -2.63 -0.90
H -2.62 -0.48 1.75
C -1.10 2.88 -2.51
N 0.33 -2.20 -0.11
C 3.15 -4.55 0.43
H -0.57 2.02 3.86
H 3.13 -0.43 3.44
C -0.33 0.02 3.51
C 0.92 -5.03 -0.58
H -4.40 0.65 3.04
C -4.38 0.72 1.96
H -1.55 1.44 2.70
H -0.16 -4.82 -0.59
H -1.18 3.97 -2.58
H 2.11 -2.61 -0.82
H -1.40 3.53 1.65
N 1.65 -2.73 0.08
H 1.97 -1.26 2.42
H -4.49 1.01 -1.82
N -0.60 1.39 3.07
C 1.68 -4.18 0.43
H 1.56 1.60 2.11
H 1.23 -5.37 2.17
N 2.03 0.30 0.52
```

Here is what Löwdin gives for the atomic charges, in e:
1. C -0.223
2. H 0.088
3. H 0.020
4. C -0.035
5. H 0.080
6. H 0.071
7. C -0.257
8. C -0.144
9. N 0.069
10. H 0.096
11. H 0.112
12. H -0.002
13. H 0.068
14. H 0.021
15. C -0.138
16. H 0.119
17. H 0.120
18. H -0.008
19. H 0.076
20. Sb 1.241
21. C -0.122
22. H 0.028
23. C -0.287
24. H 0.069
25. H 0.013
26. Se 0.621
27. H 0.007
28. C -0.193
29. H 0.089
30. C -0.665
31. H 0.092
32. Pt 0.473
33. H 0.114
34. H 0.080
35. H 0.096
36. C -0.182
37. H 0.114
38. H 0.044
39. H 0.078
40. C -0.284
41. N -0.150
42. C -0.037
43. H 0.087
44. H 0.115
45. C -0.286
46. C -0.037
47. H 0.112
48. C -0.151
49. H 0.032
50. H 0.080
51. H 0.022
52. H 0.122
53. H 0.005
54. N -0.064
55. H 0.083
56. H 0.100
57. N 0.005
58. C -0.630
59. H 0.074
60. H 0.097
61. N -0.137

=====

Entry 3:
DFT (ωB97M-V with the def2-TZVPD basis set) results for a single C8H14 molecule at a distorted geometry.

Output
SMILES = C=C(CC)C/C=C/C
multiplicity = 1
molar mass = 110.2 Da

Geometry as XYZ:
```
22
C8H14 ωB97M-V with the def2-TZVPD basis set
C -3.41 0.21 -0.40
H -0.98 1.04 0.29
C 0.14 -0.89 0.72
C -2.23 -0.60 0.06
C 1.32 -0.66 -0.20
H -3.09 1.18 -0.78
H -0.17 -1.92 0.54
H -4.09 0.42 0.43
H 2.83 -1.63 -1.36
H 2.46 2.52 0.42
C 1.88 1.64 0.70
H 2.50 0.80 -1.24
H 0.36 -0.81 1.79
H 0.93 1.94 1.14
C 1.65 0.77 -0.55
C 2.05 -1.68 -0.62
H -2.17 -1.63 -0.28
H 2.45 1.11 1.46
H -3.99 -0.30 -1.17
H 1.82 -2.67 -0.23
C -1.06 -0.04 0.38
H 0.82 1.21 -1.10
```

Here is what Löwdin gives for the atomic charges, in e:
1. C -0.109
2. H 0.098
3. C -0.165
4. C -0.161
5. C -0.331
6. H 0.070
7. H 0.102
8. H 0.069
9. H 0.058
10. H 0.069
11. C -0.093
12. H 0.106
13. H 0.120
14. H 0.062
15. C -0.228
16. C 0.045
17. H 0.105
18. H 0.079
19. H 0.067
20. H 0.060
21. C -0.128
22. H 0.105

=====

Entry 4:
DFT (ωB97M-V with the def2-TZVPD basis set) results for a molecular structure, C34H44F4N3O3ReS at a distorted geometry.

Output
<S²> = 0.780
multiplicity = 2
molar mass = 837.0 Da
total charge = +1

Geometry as XYZ:
```
90
C34H44F4N3O3ReS ωB97M-V with the def2-TZVPD basis set
C 0.88 6.60 -2.21
H -0.33 -6.60 -0.08
C -1.96 2.03 4.44
H -2.91 -4.28 -0.34
H 1.32 8.28 -0.95
C 0.68 5.23 -2.29
H -3.45 -0.69 0.16
C -1.04 -2.24 -0.13
C -0.19 -0.73 -3.62
C -2.84 2.53 2.31
H -2.28 -0.15 -3.62
H 0.79 7.21 -3.10
H -1.34 -2.36 -4.49
O 0.36 2.15 -1.75
O 2.48 3.70 1.85
C 0.33 -4.54 -0.22
F -3.70 3.13 1.50
H -1.95 -0.53 -1.21
C 0.80 4.49 -1.13
H 1.97 -0.87 -3.89
C 1.02 -4.50 1.17
C -1.30 0.31 -3.75
H 0.99 -5.31 -2.17
H 1.06 -5.51 1.59
C 1.09 5.10 0.08
H 0.44 4.75 -3.23
H 2.52 1.21 1.95
H 1.87 -2.01 0.20
H 1.20 0.35 -4.91
C -0.99 -1.04 -1.03
H 2.99 1.03 -1.51
H 0.50 -3.86 1.88
C -0.92 1.04 2.51
H 1.27 -0.26 3.45
C -2.09 -3.18 2.09
H 3.12 1.98 -0.01
H -2.44 -0.48 1.61
C -0.24 -1.42 -2.25
H 4.21 0.61 -0.29
C -2.89 2.70 3.68
C 3.20 0.99 -0.45
C -0.99 1.21 3.88
H -4.24 -3.38 0.39
H -1.27 0.76 -4.75
H 1.84 -5.98 -0.77
S 1.15 3.90 1.38
F -1.87 1.54 0.40
C 1.18 7.21 -0.99
C 0.62 3.05 -0.92
C -3.06 -1.18 1.06
H -3.91 -1.41 1.69
C -0.18 -3.15 -0.68
H 3.30 -0.38 1.99
F -0.14 0.60 4.70
C 1.40 -5.06 -1.19
H 1.52 6.93 1.13
C 0.26 -2.63 -1.98
H 1.08 -1.47 2.18
C 2.57 -1.30 -0.23
H -1.21 1.12 -3.03
H -1.46 -2.59 2.77
H 2.22 -4.34 -1.32
H 3.59 -1.52 0.11
Re 0.15 0.60 -0.10
N 0.02 0.27 1.78
F -1.96 2.16 5.76
H -1.65 -4.17 1.99
C -0.78 -5.61 -0.21
C -1.89 1.71 1.77
C -2.30 -2.47 0.75
N 2.22 0.07 0.21
C 1.19 -0.10 -3.92
H 0.87 -3.20 -2.68
O 0.10 4.14 2.32
C 2.40 0.16 1.69
H -3.63 3.35 4.14
C -0.43 -1.80 -4.69
H -1.32 -5.62 -1.17
H -1.50 -5.48 0.59
H -3.06 -3.31 2.58
H 2.52 -1.36 -1.31
C 1.19 -0.40 2.38
H 1.44 0.68 -3.20
H -3.45 -2.78 -1.07
C 1.29 6.46 0.19
N 0.75 2.64 0.34
H 0.40 -2.51 -4.75
H -0.53 -1.33 -5.68
H 2.05 -4.15 1.07
C -3.28 -3.28 -0.12
```

Here is what Löwdin gives for the atomic charges, in e:
1. C -0.034
2. H 0.092
3. C -0.191
4. H 0.059
5. H 0.120
6. C 0.023
7. H 0.090
8. C -0.125
9. C -0.543
10. C -0.209
11. H 0.094
12. H 0.118
13. H 0.096
14. O -0.065
15. O -0.265
16. C -0.506
17. F 0.136
18. H 0.103
19. C -0.127
20. H 0.087
21. C -0.044
22. C -0.049
23. H 0.092
24. H 0.095
25. C -0.200
26. H 0.132
27. H 0.107
28. H 0.063
29. H 0.094
30. C -0.254
31. H 0.087
32. H 0.053
33. C -0.154
34. H 0.124
35. C -0.036
36. H 0.073
37. H 0.044
38. C -0.201
39. H 0.109
40. C 0.117
41. C -0.040
42. C -0.133
43. H 0.097
44. H 0.093
45. H 0.094
46. S 0.693
47. F 0.003
48. C -0.031
49. C -0.492
50. C -0.056
51. H 0.101
52. C -0.108
53. H 0.143
54. F 0.116
55. C -0.072
56. H 0.133
57. C -0.024
58. H 0.110
59. C -0.049
60. H 0.053
61. H 0.085
62. H 0.082
63. H 0.112
64. Re 1.691
65. N -0.103
66. F 0.135
67. H 0.056
68. C -0.048
69. C -0.175
70. C -0.502
71. N -0.346
72. C -0.041
73. H 0.112
74. O -0.243
75. C -0.152
76. H 0.155
77. C -0.050
78. H 0.095
79. H 0.060
80. H 0.093
81. H 0.090
82. C -0.143
83. H 0.041
84. H 0.098
85. C -0.007
86. N -0.161
87. H 0.082
88. H 0.092
89. H 0.078
90. C -0.024

=====

Entry 5:
DFT (ωB97M-V with the def2-TZVPD basis set) results for a single C5H8O molecule.

Output
SMILES = CCC#CCO
multiplicity = 1
molar mass = 84.1 Da

Geometry as XYZ:
```
14
C5H8O ωB97M-V with the def2-TZVPD basis set
H 0.77 -2.24 1.07
H -0.58 -1.12 1.21
H 1.25 -0.70 -0.63
O -0.20 1.87 1.26
C -0.59 -0.11 -1.17
H 0.46 -1.96 -1.57
H -0.33 3.09 -0.45
C -0.12 -1.86 0.55
C 0.30 -1.23 -0.78
C -0.35 1.05 -0.93
H 1.19 2.23 -0.14
C 0.10 2.15 -0.09
H -1.10 1.52 1.28
H -0.82 -2.68 0.41
```

Here is what Löwdin gives for the atomic charges, in e:
1. H 0.074
2. H 0.067
3. H 0.105
4. O -0.060
5. C -0.029
6. H 0.096
7. H 0.112
8. C -0.099
9. C -0.269
10. C -0.023
11. H 0.133
12. C -0.267
13. H 0.088
14. H 0.071

=====

Values for energy, hartree, ordered as above
-587.28107 -3666.43313 -313.16525 -2587.59476 -270.42855
Values for energy relative to the best compared isomer or geometry (same formula, charge and spin), kcal per mole, ordered as above
212.2 0.0 32.7 42.9 81.2